[1]
C5H6N2 | wB97M-V/def2-TZVPD

Properties
ΔE to the lowest compared entry with this formula, charge and spin: 581.1 kJ/mol
Multiplicity: 1
HOMO: -7.843 eV
LUMO energy: 0.479 eV

Element x y z (Å)
1 N 1.91 1.28 -0.24
2 C 1.82 -0.15 0.37
3 N 1.25 -1.36 -0.13
4 C -0.10 -1.22 -0.07
5 H 2.45 1.95 0.31
6 H -1.91 1.52 0.85
7 H -0.72 -1.97 -0.32
8 C -1.90 0.57 0.06
9 H -2.49 -0.25 0.32
10 H 1.82 -2.25 -0.41
11 H -2.34 1.01 -0.97
12 C 0.73 0.76 0.30
13 C -0.52 0.12 -0.07

---

[2]
C14H42O14 | wB97M-V/def2-TZVPD

Properties
ΔE to the lowest compared entry with this formula, charge and spin: 96.9 kJ/mol
Multiplicity: 1
HOMO: -9.797 eV
LUMO energy: -0.090 eV

Element x y z (Å)
1 H -1.83 2.54 2.36
2 O 3.04 -0.20 -3.11
3 H 2.60 -1.98 1.02
4 H 3.84 -0.14 -3.64
5 C 0.78 -1.00 4.72
6 H 0.31 -0.14 6.40
7 C -2.89 0.58 -4.76
8 H 1.12 -0.04 4.34
9 H 3.25 -4.16 1.30
10 H 0.21 4.52 -1.34
11 H 2.22 0.50 -4.88
12 H -0.60 1.28 -0.78
13 H -2.49 0.09 -1.68
14 H -2.63 -1.31 -3.84
15 O -2.65 0.37 4.66
16 H -3.97 -0.71 -5.75
17 H 2.36 -1.88 -1.46
18 H -0.25 4.39 1.56
19 H -2.21 0.88 2.33
20 C -2.56 1.82 2.75
21 H 1.13 0.52 -3.53
22 H -0.20 -1.13 4.23
23 H -4.05 3.02 2.51
24 O -3.13 0.03 -2.41
25 C -0.01 -0.54 -0.40
26 C -2.40 -0.27 -3.59
27 H -0.94 3.22 -1.80
28 O -3.89 2.09 2.36
29 C -2.35 1.69 4.23
30 C 1.63 -2.13 4.28
31 O -3.18 -0.19 -5.92
32 O 0.62 -1.01 6.14
33 O 1.20 -3.35 4.81
34 H -1.32 -0.17 -3.42
35 O 3.93 -3.56 0.98
36 C -0.43 3.72 -0.98
37 H 3.10 -2.32 -4.60
38 H 4.09 -1.74 0.08
39 H -2.07 5.02 -0.47
40 H 3.44 -3.31 -1.54
41 O 1.56 -3.73 -0.90
42 H -0.84 -0.68 1.57
43 H 1.63 -2.13 3.19
44 H -2.53 0.30 5.61
45 C 0.13 -0.79 1.08
46 H 1.10 -2.02 -3.54
47 C 2.65 -2.81 -0.96
48 O -1.04 0.42 -0.70
49 H 0.95 -0.27 -0.85
50 H 0.49 -1.80 1.25
51 H 0.69 1.00 1.50
52 H 0.80 -3.19 5.67
53 H 1.43 -4.08 -1.79
54 H -0.32 -1.44 -0.94
55 H -3.75 1.19 -4.47
56 H 0.53 -1.26 -5.06
57 H 1.24 3.13 -0.15
58 O 1.07 0.13 1.67
59 C -1.44 4.26 0.00
60 H -2.94 2.46 4.77
61 H 2.69 -1.95 4.54
62 H -1.31 1.95 4.48
63 H -2.08 1.26 -5.06
64 O 0.39 2.71 -0.32
65 C 1.39 -1.42 -4.42
66 H -2.08 3.48 0.42
67 C 3.32 -2.45 0.35
68 O 2.35 -2.16 -5.17
69 O -0.81 4.99 1.06
70 C 1.93 -0.07 -3.99

---

[3]
C30H19Cl2F3MnN5O2 | wB97M-V/def2-TZVPD

Properties
ΔE to the lowest compared entry with this formula, charge and spin: 0.0 kJ/mol
Net charge: -1
Multiplicity: 2
HOMO (spin up / spin down): -3.891 / -3.681 eV
LUMO energy (spin up / spin down): 2.120 / 2.118 eV

Element x y z (Å)
1 C -0.49 -0.69 -4.41
2 N -1.20 1.63 0.59
3 N 0.30 0.49 2.31
4 C 3.88 2.74 0.05
5 C 0.37 0.76 -2.72
6 C 0.90 1.50 4.81
7 H 4.17 -5.76 -2.20
8 C 3.96 -5.33 -1.23
9 C 1.25 0.21 4.47
10 C 0.22 2.28 3.88
11 F 6.65 -6.81 0.35
12 C 0.94 -0.26 3.20
13 H 4.22 2.98 1.06
14 C 5.42 -7.08 -0.17
15 C -5.01 0.55 -0.71
16 H -4.20 -1.43 -0.78
17 C -0.80 -1.11 -2.09
18 C 4.52 -5.89 -0.09
19 H 4.66 -5.78 2.05
20 C -3.99 -0.39 -0.57
21 C -4.79 1.88 -0.38
22 C 3.12 -4.24 -1.13
23 H 4.62 1.78 -1.75
24 H 5.22 1.07 -0.25
25 H -0.11 3.29 4.09
26 F 5.62 -7.51 -1.43
27 H 2.68 -3.80 -2.01
28 C -1.00 2.43 1.65
29 C -1.52 -1.78 -0.91
30 H 0.92 1.64 -2.40
31 Mn 0.09 0.14 0.31
32 N -1.68 -0.88 0.12
33 C 3.40 -4.25 1.26
34 H 1.13 1.90 5.79
35 H 5.86 2.62 -0.80
36 Cl -6.06 3.07 -0.53
37 N 1.73 1.29 0.21
38 C -0.06 1.74 2.65
39 H 1.21 -1.26 2.86
40 C 2.83 -3.66 0.12
41 H -1.55 -2.41 -3.60
42 H 0.58 1.13 -4.82
43 H -0.64 -0.95 -5.45
44 C 4.97 2.01 -0.74
45 O -1.56 3.47 1.99
46 H 3.18 -3.82 2.23
47 N -0.11 -0.02 -1.75
48 H -3.36 3.33 0.28
49 H 1.76 -0.44 5.16
50 C -1.00 -1.50 -3.40
51 C 1.27 -1.53 0.27
52 C -2.74 -0.01 -0.10
53 C 2.67 1.94 0.17
54 O -1.89 -2.93 -1.01
55 C -2.51 1.37 0.17
56 C 1.99 -2.52 0.22
57 H 3.61 3.68 -0.43
58 C 4.23 -5.34 1.16
59 F 4.95 -8.14 0.54
60 Cl -6.56 0.01 -1.30
61 C 0.19 0.46 -4.06
62 C -3.54 2.29 0.06

---

[4]
C2H4BrNO2 | wB97M-V/def2-TZVPD

Properties
ΔE to the lowest compared entry with this formula, charge and spin: 96.9 kJ/mol
Multiplicity: 3
HOMO (spin up / spin down): -7.966 / -10.654 eV
LUMO energy (spin up / spin down): 0.687 / -3.457 eV

Element x y z (Å)
1 H -1.02 -1.07 0.08
2 N -1.27 2.28 -0.02
3 C -1.00 0.97 0.56
4 H -1.13 0.10 -1.27
5 O -1.15 3.23 0.74
6 H -1.08 0.85 1.68
7 Br 2.83 0.74 -0.05
8 H 3.92 0.39 -0.86
9 C -1.02 -0.06 -0.25
10 O -1.76 2.40 -1.15

---

[5]
C5H13NO | wB97M-V/def2-TZVPD

Properties
ΔE to the lowest compared entry with this formula, charge and spin: 239.4 kJ/mol
Multiplicity: 1
HOMO: -8.395 eV
LUMO energy: 0.840 eV

Element x y z (Å)
1 H 0.82 -1.40 1.20
2 C -0.53 0.26 -0.74
3 H 0.34 2.47 0.01
4 H -1.42 -1.68 -0.80
5 H 0.62 -0.05 2.39
6 C 0.61 1.79 0.81
7 H -0.01 -0.31 -1.40
8 H -1.49 -1.55 1.75
9 N 0.52 0.48 0.27
10 O 2.48 -0.86 -3.02
11 H 2.44 -1.02 -2.07
12 C -1.29 -0.71 1.24
13 C 0.22 -0.46 1.38
14 C -1.60 -0.65 -0.22
15 H -2.64 -0.17 -0.31
16 H 1.97 -1.45 -3.62
17 H -0.91 1.08 -1.32
18 H -1.67 0.15 1.72
19 H 1.64 2.06 1.16
20 H -0.11 2.03 1.57

---

[6]
C4H9ClN | wB97M-V/def2-TZVPD

Properties
ΔE to the lowest compared entry with this formula, charge and spin: 417.1 kJ/mol
Net charge: +1
Multiplicity: 1
HOMO (spin up / spin down): -12.537 / -13.533 eV
LUMO energy (spin up / spin down): -4.991 / -4.407 eV

Element x y z (Å)
1 H 0.56 2.50 1.09
2 C 0.18 -1.49 -0.12
3 H -1.34 -2.92 -0.80
4 H -1.91 -1.24 -0.21
5 H 1.98 -2.48 0.62
6 Cl 2.69 -0.36 0.10
7 H 1.29 2.83 -0.26
8 C -1.10 -2.09 -0.08
9 N 0.94 2.07 0.26
10 H -1.06 1.52 -0.22
11 C -0.03 1.30 -0.50
12 H 1.69 1.39 0.31
13 C 1.44 -1.57 0.12
14 H -1.34 -2.55 0.98
15 H 0.38 1.16 -1.49

---

[7]
C28H32BrNO8 | wB97M-V/def2-TZVPD

Properties
ΔE to the lowest compared entry with this formula, charge and spin: 0.0 kJ/mol
Multiplicity: 1
HOMO: -7.570 eV
LUMO energy: -0.168 eV

Element x y z (Å)
1 C 1.32 -1.09 -0.71
2 C 2.53 -4.20 -1.37
3 H 3.43 -4.26 -0.76
4 C -0.24 -4.22 3.86
5 H -2.34 -0.69 3.19
6 H -2.87 7.28 -4.81
7 C 1.82 -2.26 0.01
8 C -1.09 4.80 -3.70
9 O 0.82 -2.13 3.93
10 H 0.89 5.06 -4.46
11 H -0.21 3.50 0.01
12 H -3.34 -0.01 0.62
13 C 0.30 -1.21 -1.72
14 O 1.20 -4.49 0.60
15 C 1.71 2.55 -0.28
16 C -0.11 0.03 -2.30
17 C 0.74 3.29 -3.26
18 H 1.03 3.95 1.19
19 H -2.76 1.00 2.84
20 H -3.10 6.56 -3.20
21 C -1.35 0.11 1.46
22 O 2.03 -3.90 4.60
23 C 0.24 -4.07 1.42
24 C -0.24 -2.43 -2.03
25 H -3.48 5.62 -4.67
26 C -0.10 2.48 -2.50
27 H -0.85 0.02 -3.09
28 H -1.20 0.60 3.58
29 O -0.51 -4.69 -1.48
30 C 0.60 3.12 0.62
31 C -1.93 3.99 -2.95
32 H -0.84 -5.64 2.33
33 C -1.44 2.84 -2.36
34 N 1.32 1.29 -0.88
35 H -2.97 4.24 -2.81
36 C -1.95 0.27 2.86
37 H 1.77 3.00 -3.42
38 C 0.11 -3.65 -1.38
39 H -1.08 -3.54 3.70
40 H 2.25 -5.19 -1.70
41 O -0.96 1.35 0.88
42 C 1.97 -1.29 4.04
43 H -0.47 -0.55 1.53
44 H 0.90 -5.65 2.69
45 C -2.80 6.36 -4.23
46 H -2.48 -1.57 0.75
47 O 2.56 -2.17 0.96
48 H -2.09 2.21 -1.77
49 H -0.44 2.60 2.44
50 H -0.46 -4.91 4.68
51 C -2.38 -0.51 0.52
52 C 0.38 1.23 -1.88
53 C 0.25 4.43 -3.86
54 O -0.36 -3.04 1.24
55 C 0.01 2.08 1.58
56 H 2.56 -1.58 4.91
57 C 0.03 -5.02 2.57
58 O -1.46 5.95 -4.32
59 Br -1.69 -2.58 -3.25
60 C 1.39 -3.62 -0.52
61 H 2.49 0.21 0.46
62 H 2.72 -3.56 -2.23
63 H 0.80 1.40 1.96
64 H 1.59 -0.27 4.16
65 C 1.75 0.15 -0.33
66 H 1.94 3.28 -1.06
67 H 2.61 2.38 0.31
68 C 1.00 -3.42 4.18
69 H 2.57 -1.38 3.14
70 H -2.04 -0.41 -0.51

---

[8]
C4H10N4 | wB97M-V/def2-TZVPD

Properties
ΔE to the lowest compared entry with this formula, charge and spin: 582.7 kJ/mol
Multiplicity: 1
HOMO: -8.893 eV
LUMO energy: 0.820 eV

Element x y z (Å)
1 H 1.35 0.00 2.12
2 C -1.52 -0.78 -0.09
3 C 0.62 0.47 -0.09
4 H 1.39 -1.15 -1.13
5 H -0.90 -1.74 -0.14
6 H -3.41 -0.37 0.13
7 H 0.74 -1.29 0.67
8 N -1.54 1.70 0.18
9 H -2.00 2.19 -0.62
10 C 1.22 -0.27 0.98
11 H 1.98 0.54 -1.92
12 N 2.56 -0.04 0.23
13 N -2.76 -1.22 -0.08
14 N -0.91 0.50 -0.24
15 H 1.02 1.53 -0.05
16 H 2.85 -1.13 0.22
17 H -2.43 1.15 0.83
18 C 1.74 -0.09 -1.00